1.
{"formula": "C29H35Cl3N4O2P2Re", "method": "the ωB97M-V functional and the def2-TZVPD basis", "symbols": ["Re", "Cl", "Cl", "Cl", "P", "P", "O", "O", "N", "N", "N", "N", "C", "C", "C", "C", "C", "C", "C", "C", "C", "C", "C", "C", "C", "C", "C", "C", "C", "C", "C", "C", "C", "C", "C", "C", "C", "C", "C", "C", "C", "H", "H", "H", "H", "H", "H", "H", "H", "H", "H", "H", "H", "H", "H", "H", "H", "H", "H", "H", "H", "H", "H", "H", "H", "H", "H", "H", "H", "H", "H", "H", "H", "H", "H", "H"], "xyz": [[-0.079, -1.229, -0.295], [-1.096, 0.167, 6.011], [1.430, -0.967, 5.050], [1.178, 1.870, 5.601], [-1.464, 0.619, -0.652], [1.359, 0.729, 0.638], [0.443, 0.267, 2.568], [-1.090, 1.705, 3.470], [-2.409, 2.069, -0.130], [2.176, 2.029, 1.581], [2.620, -0.534, 1.400], [-3.028, -0.238, -1.448], [0.311, 0.445, 5.019], [4.358, -2.005, 1.689], [-3.696, 1.901, 0.403], [2.008, -0.866, -1.637], [1.626, -3.432, -1.741], [1.779, -0.755, -3.160], [1.786, -2.090, -0.985], [0.202, -3.748, -1.517], [-4.471, 3.013, 0.129], [-3.677, 3.896, -0.634], [3.544, 2.371, 1.626], [-3.768, 0.195, -2.559], [0.508, -1.427, -3.600], [1.012, 1.859, -0.909], [-4.767, -0.758, -2.831], [-0.192, 0.863, 3.543], [-2.426, 3.304, -0.797], [-3.583, -1.435, -1.049], [1.529, 2.937, 2.426], [-0.205, 1.432, -1.751], [2.426, 3.769, 2.997], [-1.807, -0.854, 1.382], [3.717, 3.430, 2.494], [-4.645, -1.790, -1.869], [-0.559, -1.523, -2.477], [4.004, -0.702, 1.292], [3.188, -2.633, 2.099], [2.136, -1.714, 1.941], [-0.639, -2.531, -1.480], [0.124, 0.720, -2.513], [1.962, 1.865, -1.495], [2.673, -1.224, -3.662], [2.223, -2.343, -0.020], [4.246, 1.914, 0.991], [-1.678, -2.680, -1.147], [-1.512, -1.709, 1.992], [2.305, -4.210, -1.324], [2.978, -3.598, 2.533], [2.220, 4.500, 3.769], [-5.448, -0.738, -3.645], [0.061, -0.799, -4.388], [1.878, -3.337, -2.782], [0.909, 2.870, -0.525], [1.752, 0.290, -3.476], [-1.506, -1.032, -2.770], [0.115, -4.328, -0.589], [-5.198, -2.693, -1.761], [-2.848, -0.980, 1.082], [0.467, 2.911, 2.475], [-3.941, 4.854, -1.050], [-0.663, 2.288, -2.270], [2.699, -0.108, -1.223], [4.663, 3.835, 2.806], [0.648, -2.410, -4.148], [5.324, -2.483, 1.654], [-1.556, 3.650, -1.300], [1.081, -1.839, 2.179], [-3.543, 1.128, -3.040], [-1.797, 0.066, 2.003], [-3.242, -2.055, -0.240], [4.658, 0.056, 0.950], [-0.344, -4.261, -2.301], [-3.964, 1.045, 0.978], [-5.486, 3.194, 0.417]], "atomic_forces_ev_per_a": [[0.650, 6.988, 5.832], [-0.016, -0.323, 0.068], [-0.435, 0.307, -0.172], [0.149, -0.148, 0.116], [-4.138, 0.535, -2.167], [-0.228, 1.535, 2.643], [0.055, 0.462, 0.249], [1.647, -1.769, -0.163], [0.448, -2.165, 0.114], [-0.083, -0.130, -0.469], [1.310, -0.173, -0.571], [1.511, 1.257, 0.329], [-0.126, 0.434, -0.830], [-0.844, -1.349, 0.518], [-0.724, 1.081, 0.263], [0.414, -1.076, -0.277], [0.880, 0.647, 0.161], [1.309, -0.239, 0.681], [1.737, -1.324, -1.178], [-1.512, -1.851, 0.017], [1.016, -1.203, 0.161], [2.180, -0.634, -0.503], [-0.779, 0.601, 0.646], [-0.689, -1.076, 0.113], [-1.315, -0.629, -0.722], [1.102, 0.103, 0.199], [1.697, 1.012, 0.663], [-0.923, 0.877, 0.188], [-1.160, 0.664, 0.012], [-0.846, -1.248, -0.331], [-0.287, -0.457, -0.936], [-0.065, 0.365, -0.358], [0.737, 0.209, 0.228], [-0.039, 0.521, -0.357], [-0.626, -1.016, -0.305], [1.538, 1.214, 0.419], [-0.550, -0.035, -0.633], [-1.872, -0.348, 0.071], [0.549, 0.160, 0.270], [-0.009, 1.519, -0.370], [-2.346, -3.962, -4.113], [-0.563, 0.359, 0.326], [-0.730, 0.165, 0.136], [-0.623, 0.525, 0.530], [0.177, 0.613, -0.174], [0.668, -0.361, -0.524], [0.034, -0.295, -0.138], [0.206, -0.076, 0.032], [-0.452, 0.637, -0.151], [0.537, -0.165, -0.047], [-0.085, -0.035, -0.300], [-0.424, 0.238, -0.403], [0.061, -0.177, 0.288], [0.170, 0.056, -0.294], [-0.012, 0.124, 0.228], [0.345, -0.073, 0.167], [0.680, -0.479, 0.379], [-0.323, 0.025, -0.171], [-0.412, -0.317, -0.005], [0.389, -0.150, 0.002], [-0.505, 0.073, 0.307], [-0.043, 0.019, 0.093], [0.378, -0.201, 0.207], [-0.575, -0.445, -0.004], [0.094, 0.178, -0.169], [-0.107, 0.907, 1.033], [0.176, 0.341, 0.099], [0.272, 0.401, -0.161], [0.253, 0.122, 0.002], [0.009, 0.181, -0.076], [0.400, -0.526, -0.507], [0.043, 0.283, 0.002], [0.287, 0.517, -0.318], [0.557, -1.214, -0.230], [-0.005, -0.401, 0.142], [-0.196, -0.187, 0.194]], "lowdin_charge": [1.17, 0.68, 0.61, 0.68, 1.06, 1.12, -0.27, 0.02, -0.18, -0.21, -0.13, -0.19, -1.48, 0.03, -0.13, -0.12, -0.13, -0.16, -0.28, -0.18, -0.04, -0.04, -0.13, -0.11, -0.15, -0.31, -0.04, -0.73, -0.13, -0.23, -0.16, -0.33, -0.08, -0.13, -0.04, -0.04, -0.15, 0.02, 0.00, -0.14, -0.48, 0.03, 0.10, 0.16, 0.08, 0.07, 0.11, 0.04, 0.15, 0.14, 0.12, 0.10, 0.13, 0.10, 0.09, 0.11, 0.10, 0.14, 0.11, -0.01, 0.10, 0.11, 0.09, 0.09, 0.11, 0.15, 0.13, 0.09, 0.11, 0.11, 0.01, 0.08, 0.11, 0.15, 0.10, 0.11], "homo_lumo_gap_ev": [5.61, 3.91], "charge": 2, "e_lumo_ev": [-7.83, -9.53], "s_squared": 3.814, "multiplicity": 4}

=====

2.
{"formula": "C3H7NS", "method": "the ωB97M-V functional and the def2-TZVPD basis", "symbols": ["S", "N", "C", "C", "C", "H", "H", "H", "H", "H", "H", "H"], "xyz": [[-1.667, -0.845, 1.769], [-1.189, 0.108, 0.558], [0.562, -1.453, -0.286], [0.508, 1.376, -0.828], [-0.187, -0.061, -0.293], [-2.204, 0.206, 2.421], [1.021, 1.644, -2.052], [-0.377, -2.497, 0.460], [0.763, -1.565, -1.546], [1.433, 1.902, -0.181], [-0.310, 2.087, -0.753], [1.646, -0.902, 0.732]], "atomic_forces_ev_per_a": [[-0.478, -0.787, 0.865], [3.351, 2.287, -3.693], [-0.683, 1.969, 0.631], [2.118, 0.899, -1.622], [-0.386, -0.095, 2.904], [-0.224, -0.431, 0.114], [-1.857, -1.751, 3.579], [3.137, 3.035, -2.550], [0.238, -0.623, 4.060], [-2.538, -2.201, -1.136], [-0.066, -0.005, 0.029], [-2.612, -2.298, -3.183]], "lowdin_charge": [0.69, -0.49, -0.14, -0.11, -0.54, -0.13, 0.13, 0.15, 0.11, 0.10, 0.01, 0.21], "homo_lumo_gap_ev": 8.68, "e_lumo_ev": 0.09, "e_above_lowest_kj_mol": 730.3}

=====

3.
{"formula": "C37H26Cl4N5O4S3Sc", "method": "the ωB97M-V functional and the def2-TZVPD basis", "symbols": ["Sc", "Cl", "Cl", "Cl", "Cl", "S", "S", "S", "O", "O", "O", "O", "N", "N", "N", "N", "N", "C", "C", "C", "C", "C", "C", "C", "C", "C", "C", "C", "C", "C", "C", "C", "C", "C", "C", "C", "C", "C", "C", "C", "C", "C", "C", "C", "C", "C", "C", "C", "C", "C", "C", "C", "C", "C", "H", "H", "H", "H", "H", "H", "H", "H", "H", "H", "H", "H", "H", "H", "H", "H", "H", "H", "H", "H", "H", "H", "H", "H", "H", "H"], "xyz": [[-0.078, -0.167, -0.213], [4.015, 1.366, 2.224], [6.467, -1.398, -1.779], [3.609, -2.076, -2.968], [6.666, 0.365, 0.823], [-2.220, -2.135, -4.218], [-2.337, -1.228, -1.339], [-1.960, -4.354, -6.193], [1.559, 0.532, 0.755], [1.396, -0.912, -1.371], [-1.462, 3.915, -0.903], [-1.381, -1.299, 3.780], [-0.641, 1.770, -1.265], [-1.896, -4.456, -3.441], [-0.674, -1.471, 1.575], [-1.972, -3.728, -2.260], [-1.230, 1.092, 1.193], [-2.074, -6.772, -4.198], [1.067, 2.240, -4.519], [-2.138, -2.469, -2.530], [-0.538, -5.674, 1.829], [-1.131, -0.845, 2.658], [-0.427, 2.016, -2.649], [-2.211, 2.768, 3.097], [-1.810, -3.614, 1.826], [5.116, -0.043, 0.147], [-1.930, 1.449, 3.419], [-0.624, -2.887, 1.674], [-1.474, 2.361, 0.876], [-2.022, -3.798, -4.604], [-1.749, -5.001, 1.890], [3.774, -1.122, -1.535], [2.616, -0.661, -0.931], [0.870, 2.129, -3.143], [-1.989, 3.240, 1.811], [-1.425, 0.628, 2.423], [2.075, 2.189, -2.246], [-1.821, -8.121, -3.988], [1.898, -2.800, 1.527], [-0.722, -7.609, -1.924], [-1.292, 2.195, -4.885], [-1.522, 2.078, -3.520], [0.604, -3.551, 1.633], [-0.002, 2.263, -5.395], [-3.133, -2.924, 1.987], [-0.965, -6.261, -2.116], [5.030, -0.812, -0.998], [3.949, 0.416, 0.774], [-1.146, -8.550, -2.857], [-2.928, 2.047, -2.994], [2.702, 0.125, 0.246], [-1.643, -5.849, -3.259], [0.631, -4.942, 1.707], [-1.176, 2.764, -0.558], [-3.634, 1.938, -3.818], [-0.644, -5.534, -1.385], [-2.607, 3.436, 3.854], [2.526, 3.184, -2.303], [-2.145, 2.217, -5.553], [-2.083, 1.025, 4.400], [1.830, 2.009, -1.195], [0.163, 2.325, -6.464], [-3.944, -3.637, 1.836], [-0.950, -9.603, -2.701], [-0.507, -6.756, 1.882], [2.729, -3.437, 1.831], [-3.249, -2.121, 1.260], [2.083, 2.299, -4.890], [-3.149, 2.973, -2.460], [1.902, -1.896, 2.138], [2.830, 1.464, -2.554], [-0.191, -7.914, -1.032], [-2.675, -5.556, 1.985], [-3.215, -2.498, 2.989], [2.090, -2.496, 0.498], [-3.075, 1.214, -2.306], [-2.161, -8.835, -4.727], [-2.591, -6.436, -5.085], [-2.184, 4.256, 1.501], [1.590, -5.445, 1.669]], "atomic_forces_ev_per_a": [[-0.873, -0.413, -0.477], [0.018, -0.032, -0.072], [-0.022, 0.031, 0.034], [0.043, -0.001, 0.006], [-0.062, -0.055, -0.055], [-0.069, 0.429, -0.441], [-0.013, -0.087, -0.230], [0.007, 0.234, 0.127], [0.542, -0.026, 0.076], [0.361, -0.072, 0.020], [0.030, 0.029, -0.079], [0.061, -0.027, 0.086], [0.083, 0.021, 0.203], [0.024, -0.480, 0.428], [0.135, 0.097, -0.055], [0.015, 0.239, -0.393], [0.049, 0.194, 0.178], [-0.110, -0.269, -0.005], [-0.062, -0.018, 0.046], [0.149, -0.071, 1.003], [-0.047, 0.064, -0.045], [-0.105, 0.344, 0.069], [-0.012, -0.116, 0.198], [-0.045, 0.048, 0.057], [-0.136, -0.193, 0.115], [0.125, 0.077, 0.160], [0.066, 0.004, -0.081], [0.074, 0.180, 0.087], [-0.055, -0.110, 0.046], [0.116, -0.069, -0.488], [0.045, 0.022, -0.047], [-0.034, -0.013, -0.032], [-0.186, -0.208, -0.362], [0.214, 0.041, -0.197], [0.087, -0.042, -0.049], [-0.097, -0.005, 0.026], [-0.017, 0.069, 0.261], [-0.035, 0.036, -0.051], [0.067, 0.049, -0.045], [0.008, -0.041, 0.005], [-0.005, -0.024, 0.023], [-0.090, 0.031, -0.148], [0.088, -0.172, -0.034], [-0.014, -0.032, 0.087], [-0.096, -0.082, -0.131], [-0.006, 0.014, -0.016], [0.103, -0.048, -0.092], [0.050, 0.062, 0.036], [0.035, 0.094, 0.052], [-0.028, -0.028, -0.003], [-0.150, 0.237, 0.288], [0.004, 0.219, -0.117], [-0.040, 0.051, -0.042], [-0.113, -0.024, 0.211], [-0.043, 0.006, -0.028], [-0.024, 0.052, 0.029], [-0.008, -0.008, 0.004], [0.009, -0.016, -0.020], [-0.015, 0.016, -0.048], [-0.013, 0.016, 0.051], [-0.013, 0.050, -0.268], [-0.001, 0.016, -0.029], [-0.038, -0.017, -0.009], [0.010, -0.030, 0.008], [-0.006, -0.033, -0.006], [0.018, 0.007, 0.031], [0.028, 0.036, -0.027], [0.032, 0.017, -0.048], [0.004, 0.010, 0.008], [-0.049, -0.013, -0.006], [0.001, 0.001, -0.006], [0.011, -0.060, 0.028], [-0.026, -0.036, 0.025], [0.007, -0.010, -0.035], [-0.033, -0.027, 0.017], [0.036, 0.014, -0.010], [-0.001, -0.050, 0.000], [0.028, -0.092, 0.141], [-0.019, 0.029, 0.038], [0.030, -0.033, 0.021]], "lowdin_charge": [0.91, 0.67, 0.61, 0.69, 0.61, 0.99, 0.58, 0.50, -0.17, -0.18, 0.01, 0.01, 0.02, -0.15, 0.03, 0.03, 0.08, -0.06, -0.06, -1.09, -0.12, -0.50, -0.19, -0.05, -0.20, -0.71, 0.01, -0.19, -0.15, -1.09, -0.06, -0.63, -0.45, -0.19, 0.00, -0.15, -0.02, -0.10, -0.02, -0.09, -0.07, -0.20, -0.19, -0.11, -0.05, -0.01, -0.71, -0.61, -0.11, -0.05, -0.43, -0.19, -0.07, -0.49, 0.07, 0.10, 0.10, 0.09, 0.10, 0.11, 0.06, 0.09, 0.07, 0.09, 0.09, 0.08, 0.04, 0.10, 0.07, 0.09, 0.08, 0.10, 0.10, 0.07, 0.07, 0.02, 0.09, 0.03, 0.11, 0.10], "homo_lumo_gap_ev": 7.04, "charge": -2, "e_lumo_ev": 4.05, "e_above_lowest_kj_mol": 0.0}

=====

4.
{"formula": "C6H11BrN2", "method": "the ωB97M-V functional and the def2-TZVPD basis", "symbols": ["Br", "N", "N", "C", "C", "C", "C", "C", "C", "H", "H", "H", "H", "H", "H", "H", "H", "H", "H", "H"], "xyz": [[-0.016, 16.603, 19.394], [2.277, 14.577, 23.897], [0.376, 15.279, 23.140], [1.281, 16.296, 22.989], [-1.040, 15.412, 22.793], [-1.634, 16.606, 23.539], [3.315, 13.656, 24.336], [0.999, 14.264, 23.713], [2.470, 15.878, 23.478], [3.419, 16.380, 23.432], [-1.028, 15.629, 21.736], [-2.715, 16.474, 23.621], [2.932, 12.694, 24.661], [1.007, 17.206, 22.479], [3.900, 14.108, 25.132], [0.548, 13.305, 23.899], [-1.538, 17.538, 22.984], [3.963, 13.472, 23.479], [-1.609, 14.533, 23.076], [-1.253, 16.696, 24.556]], "atomic_forces_ev_per_a": [[0.028, -0.096, 0.602], [0.022, -0.184, 0.397], [0.260, 0.027, 0.493], [-0.120, 0.441, -0.357], [-0.167, 0.888, 0.537], [-0.709, 0.085, -0.094], [0.612, 0.146, -0.371], [-0.285, -0.352, -0.413], [-0.207, -0.144, -0.445], [0.116, -0.175, 0.217], [-0.311, -0.272, -0.745], [0.040, -0.151, 0.011], [-0.382, 0.157, 0.063], [0.011, -0.013, -0.022], [-0.061, -0.012, 0.054], [0.071, -0.009, 0.148], [0.440, 0.008, 0.083], [0.096, -0.029, 0.109], [0.435, -0.396, -0.234], [0.111, 0.080, -0.031]], "lowdin_charge": [-0.68, -0.10, -0.04, -0.02, -0.18, -0.07, 0.01, -0.02, 0.00, 0.14, 0.00, 0.08, 0.10, 0.12, 0.10, 0.17, 0.08, 0.11, 0.12, 0.08], "homo_lumo_gap_ev": 6.57, "e_lumo_ev": -0.10, "e_above_lowest_kj_mol": 24.6}